Computed, not measured: the molecule C19H27N5O4S2, with ωB97M-V/def2-TZVPD.

```
57
C19H27N5O4S2 ωB97M-V/def2-TZVPD
C -5.93 -2.87 -0.85
C -5.28 -2.33 0.42
N -5.51 -0.90 0.61
C -6.55 -0.48 1.51
C -7.92 -0.38 0.85
C -4.75 -0.07 -0.13
O -3.90 -0.47 -0.91
C -4.97 1.43 0.08
S -3.80 2.33 -0.98
C -2.37 1.69 -0.23
N -2.22 1.45 1.05
N -1.01 0.93 1.22
C -0.41 0.87 0.05
C 0.94 0.37 -0.13
C 1.39 -0.64 0.72
C 2.66 -1.16 0.59
C 3.49 -0.65 -0.40
S 5.15 -1.29 -0.60
O 5.35 -2.40 0.28
O 5.43 -1.46 -1.99
N 6.04 0.05 -0.08
C 5.99 0.23 1.36
C 6.69 1.54 1.71
O 8.01 1.56 1.23
C 8.06 1.37 -0.16
C 7.41 0.05 -0.56
C 3.08 0.36 -1.24
C 1.80 0.88 -1.10
N -1.24 1.36 -0.92
C -1.12 1.35 -2.35
H -5.53 -2.34 -1.71
H -5.71 -3.93 -0.95
H -7.01 -2.74 -0.83
H -5.66 -2.85 1.30
H -4.20 -2.48 0.36
H -6.60 -1.20 2.33
H -6.29 0.49 1.94
H -7.88 0.26 -0.03
H -8.64 0.03 1.55
H -8.27 -1.36 0.54
H -5.97 1.75 -0.21
H -4.75 1.72 1.11
H 0.71 -1.01 1.48
H 3.03 -1.95 1.22
H 4.94 0.26 1.66
H 6.48 -0.61 1.87
H 6.75 1.67 2.79
H 6.12 2.38 1.26
H 9.11 1.39 -0.44
H 7.53 2.20 -0.67
H 7.39 -0.08 -1.64
H 7.98 -0.78 -0.11
H 3.76 0.73 -1.98
H 1.49 1.70 -1.74
H -0.77 2.32 -2.71
H -0.42 0.57 -2.65
H -2.10 1.14 -2.77
```

Results
Spin multiplicity = 1
HOMO = -8.36 eV
Structure (SMILES) = CCN(CC)C(=O)CSc1nnc(-c2ccc(S(=O)(=O)N3CCOCC3)cc2)n1C

---

Computed, not measured: a structure of composition C19H28AuGeN2O2S2Si, with ωB97M-V/def2-TZVPD.

```
56
C19H28AuGeN2O2S2Si ωB97M-V/def2-TZVPD
Au -0.71 0.79 1.30
O 1.03 -4.91 0.22
C 2.06 -4.23 0.81
C 3.28 -4.89 1.00
C 4.35 -4.26 1.60
C 4.22 -2.94 2.02
C 3.01 -2.29 1.83
C 1.91 -2.90 1.22
C 0.67 -2.05 1.07
O 0.71 -0.92 1.66
N -0.30 -2.57 0.36
N -1.39 -1.73 0.29
C -2.28 -2.16 -0.50
S -2.16 -3.70 -1.37
C -3.68 -3.44 -2.33
C -4.66 -2.64 -1.48
S -3.75 -1.22 -0.81
H 1.35 -5.79 0.01
H 3.37 -5.92 0.68
H 5.28 -4.79 1.74
H 5.04 -2.42 2.49
H 2.87 -1.27 2.14
H -4.10 -4.41 -2.59
H -3.45 -2.89 -3.24
H -5.05 -3.25 -0.66
H -5.49 -2.26 -2.07
C -2.87 4.08 4.50
Ge -1.66 3.42 3.10
C 0.18 3.60 3.74
C -1.92 4.49 1.47
C -1.99 1.60 2.44
H -2.66 5.13 4.70
H -2.74 3.52 5.43
H -3.91 3.99 4.19
H 0.39 4.65 3.98
H 0.88 3.27 2.97
H 0.34 3.00 4.63
H -1.78 5.55 1.70
H -2.92 4.35 1.07
H -1.19 4.18 0.71
H -3.04 1.31 2.41
C 2.89 0.36 -3.43
Si 1.41 1.51 -3.24
C 0.13 1.06 -4.54
C 1.99 3.28 -3.54
C 0.70 1.35 -1.58
C 0.17 1.16 -0.50
H 3.32 0.43 -4.44
H 2.59 -0.67 -3.25
H 3.67 0.61 -2.71
H 0.55 1.14 -5.55
H -0.74 1.73 -4.47
H -0.22 0.04 -4.39
H 2.41 3.39 -4.55
H 2.75 3.57 -2.81
H 1.15 3.97 -3.44
```

Results
Total charge = -1
Spin multiplicity = 1
HOMO = -4.32 eV

---

Computed, not measured: a structure of composition C19H28BF4O2Pm, with ωB97M-V/def2-TZVPD.

```
55
C19H28BF4O2Pm ωB97M-V/def2-TZVPD
O 0.94 1.87 -1.31
C 1.88 1.65 -2.43
C 1.77 3.05 -3.01
H 1.56 0.94 -3.21
H 2.89 1.38 -2.06
C 0.85 3.27 -1.79
H 1.30 3.21 -3.97
H 2.69 3.64 -2.98
C -0.57 3.71 -2.11
H -1.18 2.95 -2.62
H -0.56 4.64 -2.70
H -1.06 3.95 -1.16
C 1.57 4.32 -0.97
H 2.57 3.99 -0.66
H 0.96 4.64 -0.12
H 1.69 5.23 -1.60
Pm -0.71 -0.70 2.00
C 0.63 -1.17 4.35
C 1.06 -2.21 3.47
C 1.76 -1.60 2.38
H 0.93 -3.28 3.63
C 1.75 -0.18 2.57
C 1.06 0.08 3.80
H 0.89 1.07 4.24
H 0.11 -1.32 5.31
H 2.18 -2.13 1.51
H 2.17 0.55 1.87
C -3.12 -0.17 3.14
C -2.26 0.94 3.41
C -1.95 1.58 2.16
H -1.83 1.25 4.37
C -2.65 0.88 1.12
C -3.38 -0.20 1.74
H -4.00 -0.95 1.23
H -3.55 -0.89 3.86
H -1.26 2.42 2.04
H -2.66 1.14 0.05
O -1.18 -2.30 -2.73
C -0.48 -1.51 -1.73
C 0.93 -1.29 -2.22
H -0.24 -2.18 -0.88
H -1.06 -0.67 -1.37
C 1.21 -2.66 -2.89
H 1.50 -1.06 -1.33
H 1.02 -0.55 -3.01
C -0.19 -3.34 -3.01
H 1.93 -3.23 -2.28
H 1.73 -2.46 -3.84
H -0.23 -4.05 -2.15
H -0.36 -3.86 -3.97
F -1.43 -2.35 0.54
B -1.41 -3.80 1.17
F -2.32 -4.52 0.47
F -0.09 -4.24 1.17
F -1.81 -3.48 2.48
```

Results
Spin multiplicity = 5
HOMO (spin up / spin down) = -9.07 / -9.13 eV
⟨S²⟩ = 6.009

---

Computed, not measured: a structure of composition C19H28BN7SiZn, with ωB97M-V/def2-TZVPD.

```
57
C19H28BN7SiZn ωB97M-V/def2-TZVPD
H -0.23 3.20 -0.02
N -0.48 1.62 -1.42
B -0.82 0.18 -3.50
N -0.48 1.56 -2.82
C -0.19 2.78 -3.30
Zn -0.45 0.06 -0.24
H -0.10 2.95 -4.37
C -0.02 3.65 -2.23
H 0.28 4.68 -2.28
C -0.24 2.90 -1.07
H -0.83 0.27 -4.69
C -2.39 -2.36 1.52
H -2.16 -2.93 2.43
H -1.44 -2.13 1.02
H -3.01 -2.95 0.82
N -2.23 -0.24 -2.94
N 0.18 -0.94 -2.99
N -2.46 -0.39 -1.58
N 0.33 -1.19 -1.63
C -3.35 -0.48 -3.63
C 0.97 -1.78 -3.69
H -3.32 -0.39 -4.71
H 1.03 -1.72 -4.77
C -4.36 -0.80 -2.72
C 1.63 -2.60 -2.78
C -3.75 -0.74 -1.45
C 1.19 -2.22 -1.50
H -5.37 -1.03 -2.97
H 2.37 -3.34 -3.02
H -4.19 -0.94 -0.48
H 1.45 -2.62 -0.52
H -2.90 -1.41 1.81
C -1.86 1.02 3.01
Si -0.02 0.68 3.09
C 0.81 2.31 3.50
C 0.32 -0.62 4.39
N 0.54 0.09 1.52
C 1.90 0.01 1.30
C 2.52 0.65 0.19
C 3.86 0.42 -0.11
C 4.63 -0.41 0.73
C 4.02 -1.09 1.79
C 2.67 -0.90 2.06
H -2.12 1.44 4.00
H -2.52 0.17 2.84
H -2.13 1.78 2.27
H 0.48 2.66 4.50
H 1.90 2.24 3.49
H 0.53 3.07 2.76
H -0.02 -1.63 4.12
H 1.38 -0.67 4.65
H -0.22 -0.30 5.30
H 1.89 1.30 -0.44
H 4.28 0.90 -0.99
H 5.68 -0.57 0.49
H 4.61 -1.76 2.41
H 2.18 -1.45 2.86
```

Results
Spin multiplicity = 1
HOMO = -7.30 eV

---

Computed, not measured: a structure of composition C19H28BeBrO2, with ωB97M-V/def2-TZVPD.

```
51
C19H28BeBrO2 ωB97M-V/def2-TZVPD
O 1.75 -1.49 -0.12
C 2.06 -2.45 -1.26
C 2.89 -3.32 -0.38
H 2.64 -1.96 -2.07
H 1.10 -2.84 -1.59
C 2.60 -2.38 0.79
H 3.94 -3.28 -0.68
H 2.54 -4.35 -0.27
C 3.82 -1.62 1.29
H 4.40 -1.20 0.45
H 4.45 -2.31 1.85
H 3.51 -0.81 1.96
C 1.72 -2.91 1.89
H 0.93 -3.55 1.49
H 1.27 -2.09 2.46
H 2.36 -3.48 2.57
Be 2.03 -0.02 -0.75
C -2.28 -0.77 0.40
C -1.76 -0.43 -0.88
C -0.94 -1.50 -1.33
H -1.90 0.50 -1.42
C -1.00 -2.54 -0.35
C -1.80 -2.08 0.73
H -2.01 -2.63 1.65
H -2.87 -0.12 1.03
H -0.34 -1.47 -2.23
H -0.54 -3.52 -0.44
C -0.13 1.88 0.65
C 0.01 0.94 1.72
C 1.32 0.50 1.76
H -0.78 0.63 2.40
C 2.06 1.13 0.66
C 1.12 2.06 0.05
H 1.35 2.75 -0.77
H -1.08 2.36 0.41
H 1.72 -0.13 2.55
H 3.15 1.23 0.64
O 5.58 -3.19 -1.52
C 6.16 -4.28 -0.73
C 7.24 -5.01 -1.54
H 5.35 -5.01 -0.49
H 6.52 -3.88 0.23
C 7.04 -4.52 -2.99
H 7.14 -6.09 -1.44
H 8.23 -4.72 -1.16
C 6.04 -3.35 -2.89
H 6.60 -5.32 -3.60
H 7.98 -4.20 -3.44
H 5.16 -3.53 -3.52
H 6.50 -2.41 -3.22
Br 2.02 0.66 -2.68
```

Results
Total charge = -1
Spin multiplicity = 1
HOMO = -2.42 eV

---

Computed, not measured: a structure of composition C19H28Br8NO7P, with ωB97M-V/def2-TZVPD.

```
64
C19H28Br8NO7P ωB97M-V/def2-TZVPD
C -0.05 3.73 -1.95
C -1.17 3.25 -0.99
C -0.72 2.06 -0.09
O -0.58 2.42 1.28
C -1.55 1.80 2.10
C -1.17 0.33 2.27
C -2.03 -0.67 2.06
O -3.37 -0.43 1.71
C -3.53 -0.47 0.42
N -3.56 -0.30 -0.72
C -1.58 -2.11 2.20
O -2.36 -3.02 2.40
C -0.11 -2.32 2.02
P 0.59 -3.90 1.44
O 0.62 -3.86 -0.03
O -0.28 -5.15 1.90
O 2.13 -4.08 1.93
C 0.76 -1.34 2.26
C 0.23 0.01 2.70
O 0.85 0.82 3.35
H -0.51 3.93 -2.94
H 0.76 3.01 -2.09
H 0.41 4.68 -1.64
H -1.39 4.07 -0.30
H -2.06 2.97 -1.56
H 0.26 1.74 -0.48
H -1.41 1.22 -0.26
H -2.52 1.83 1.58
H -1.60 2.29 3.07
H -0.21 -5.77 1.15
H 2.60 -3.41 1.43
H 1.83 -1.51 2.15
Br 4.34 2.25 -0.81
C 4.89 1.78 -2.61
C 4.07 2.50 -3.65
Br 2.31 1.71 -3.83
H 4.82 0.70 -2.69
H 5.94 2.08 -2.68
H 4.53 2.41 -4.63
H 3.92 3.55 -3.42
Br -6.29 -6.44 2.79
C -6.97 -4.91 1.79
C -5.89 -4.29 0.94
Br -4.63 -3.22 2.00
H -7.38 -4.22 2.52
H -7.77 -5.31 1.17
H -6.33 -3.59 0.23
H -5.29 -5.02 0.41
Br -0.01 2.21 -6.67
C 0.85 3.30 -8.03
C 1.97 2.56 -8.71
Br 3.56 2.48 -7.58
H 1.17 4.22 -7.55
H 0.06 3.53 -8.75
H 2.29 3.09 -9.60
H 1.71 1.54 -8.96
Br 3.06 1.40 7.52
C 3.12 -0.53 7.26
C 3.28 -0.89 5.80
Br 1.60 -0.66 4.81
H 2.22 -0.94 7.70
H 3.99 -0.87 7.83
H 3.54 -1.94 5.70
H 4.02 -0.28 5.29
```

Results
Spin multiplicity = 1
HOMO = -9.09 eV

---

Computed, not measured: a structure of composition C19H28BrGaO2, with ωB97M-V/def2-TZVPD.

```
51
C19H28BrGaO2 ωB97M-V/def2-TZVPD
O 0.98 0.09 -2.10
C 1.34 1.32 -2.91
C 1.11 0.66 -4.28
H 2.37 1.68 -2.71
H 0.63 2.13 -2.68
C 1.05 -0.60 -3.40
H 1.91 0.72 -5.03
H 0.19 0.95 -4.82
C 2.35 -1.38 -3.50
H 3.21 -0.71 -3.42
H 2.34 -1.87 -4.48
H 2.50 -2.15 -2.75
C -0.13 -1.45 -3.87
H -0.91 -0.87 -4.43
H -0.63 -2.02 -3.07
H 0.30 -2.14 -4.63
Ga 1.74 0.12 0.61
C -1.54 -0.61 4.60
C -0.71 0.50 4.31
C -1.18 1.10 3.10
H 0.16 0.85 4.85
C -2.34 0.36 2.67
C -2.51 -0.72 3.56
H -3.24 -1.50 3.44
H -1.42 -1.27 5.46
H -0.61 1.89 2.60
H -2.96 0.56 1.80
C 1.53 -1.96 4.39
C 0.61 -2.78 3.66
C 0.86 -2.62 2.29
H -0.13 -3.44 4.09
C 2.08 -1.87 2.13
C 2.48 -1.48 3.47
H 3.42 -1.00 3.70
H 1.52 -1.74 5.46
H 0.27 -3.03 1.47
H 2.78 -1.97 1.28
O -0.83 1.36 0.18
C -1.71 0.56 -0.66
C -2.72 1.58 -1.26
H -2.27 -0.21 -0.10
H -1.10 0.13 -1.48
C -1.86 2.82 -1.44
H -3.56 1.63 -0.54
H -3.11 1.22 -2.23
C -0.66 2.62 -0.53
H -2.37 3.75 -1.22
H -1.51 2.80 -2.48
H -0.47 3.51 0.10
H 0.21 2.53 -1.22
Br 2.56 1.95 2.01
```

Results
Spin multiplicity = 1
HOMO (spin up / spin down) = -7.57 / -7.34 eV

---

Computed, not measured: a structure of composition C19H28BrHgO2, with ωB97M-V/def2-TZVPD.

```
51
C19H28BrHgO2 ωB97M-V/def2-TZVPD
O -0.35 -0.49 0.28
C -0.28 0.94 -0.03
C 0.93 0.76 -0.95
H -0.08 1.55 0.86
H -1.19 1.26 -0.56
C 0.80 -0.73 -0.57
H 1.82 1.28 -0.59
H 0.70 1.01 -1.99
C 1.93 -1.26 0.29
H 2.14 -0.57 1.11
H 2.85 -1.37 -0.30
H 1.66 -2.24 0.68
C 0.40 -1.66 -1.70
H -0.37 -1.19 -2.33
H 0.00 -2.60 -1.30
H 1.27 -1.89 -2.32
Hg -3.22 0.57 1.47
C -4.26 -2.54 -0.18
C -4.89 -1.38 0.26
C -4.22 -0.22 -0.36
H -5.72 -1.31 0.97
C -3.23 -0.80 -1.27
C -3.24 -2.19 -1.12
H -2.60 -2.92 -1.63
H -4.47 -3.56 0.14
H -4.71 0.73 -0.58
H -2.63 -0.23 -1.98
C -2.71 -3.77 2.45
C -1.93 -4.34 1.40
C -0.69 -3.65 1.34
H -2.22 -5.18 0.77
C -0.70 -2.64 2.35
C -1.95 -2.71 3.03
H -2.25 -2.09 3.86
H -3.71 -4.08 2.75
H 0.14 -3.88 0.67
H 0.12 -1.95 2.58
O 2.63 3.23 -0.45
C 3.73 2.92 -1.33
C 4.68 4.13 -1.46
H 3.32 2.63 -2.32
H 4.23 2.01 -0.94
C 3.92 5.28 -0.77
H 4.90 4.33 -2.51
H 5.61 3.91 -0.92
C 2.84 4.55 0.06
H 3.45 5.91 -1.52
H 4.57 5.88 -0.13
H 1.88 5.08 0.08
H 3.17 4.47 1.11
Br -2.06 1.01 3.59
```

Results
Total charge = -1
Spin multiplicity = 1
HOMO = -2.34 eV

---

Computed, not measured: a structure of composition C19H28BrIrO2, with ωB97M-V/def2-TZVPD.

```
51
C19H28BrIrO2 ωB97M-V/def2-TZVPD
O -1.20 -2.53 -3.80
C -1.95 -1.40 -3.14
C -3.21 -2.28 -3.01
H -2.09 -0.56 -3.81
H -1.38 -1.16 -2.22
C -2.19 -3.44 -3.28
H -3.94 -2.07 -3.80
H -3.67 -2.30 -2.01
C -2.42 -4.53 -4.31
H -2.41 -4.18 -5.36
H -3.36 -5.06 -4.09
H -1.57 -5.22 -4.21
C -1.81 -3.97 -1.91
H -1.40 -3.16 -1.28
H -1.07 -4.77 -1.98
H -2.74 -4.32 -1.45
Ir -0.07 0.65 -0.11
C -0.93 0.97 1.83
C -0.96 2.26 1.21
C -1.85 2.20 0.10
H -0.40 3.13 1.54
C -2.31 0.86 -0.04
C -1.74 0.08 1.03
H -1.92 -0.98 1.23
H -0.40 0.70 2.73
H -2.11 3.02 -0.56
H -2.99 0.49 -0.80
C 1.92 0.49 0.71
C 1.16 -0.74 0.87
C 0.97 -1.30 -0.44
H 0.83 -1.18 1.80
C 1.59 -0.43 -1.38
C 2.21 0.64 -0.67
H 2.76 1.46 -1.11
H 2.24 1.14 1.52
H 0.49 -2.25 -0.66
H 1.59 -0.58 -2.46
O -1.38 -0.71 -5.71
C -1.75 -1.89 -6.46
C -2.05 -1.52 -7.92
H -2.63 -2.36 -6.00
H -0.89 -2.58 -6.38
C -1.56 -0.06 -8.06
H -3.13 -1.60 -8.12
H -1.51 -2.19 -8.59
C -1.05 0.32 -6.65
H -2.39 0.60 -8.35
H -0.78 0.05 -8.82
H -1.48 1.25 -6.28
H 0.04 0.38 -6.65
Br 0.05 1.98 -2.20
```

Results
Total charge = +1
Spin multiplicity = 6
HOMO (spin up / spin down) = -9.55 / -11.51 eV
⟨S²⟩ = 8.773

---

The max |F| results, record by record, are as follows: 1.31, 0.51, 1.88, 2.14, 2.76, 5.14, 3.28, 1.86, 5.90 eV Å⁻¹.